Molecular formula: C27H35N4OPtTe
Method: DFT, ωB97M-V with the def2-TZVPD basis set

Output
* orbital gap (spin up / spin down): 3.540 / 3.411 eV
* 2S+1: 2
* E: -1731.0245 Eh
* highest occupied orbital energy (spin up / spin down): -4.2 / -4.2 eV
* expectation value of S²: 0.764
* LUMO (spin up / spin down): -0.682 / -0.812 eV

```
69
Properties=species:S:1:pos:R:3:forces:R:3:lowdin_spin:R:1
Pt 0.311314 1.640794 0.711361 -1.7127 -2.0042 -2.0394 0.193
N -0.181658 3.322756 1.765484 0.1036 0.4442 1.0475 0.018
C -0.952055 2.778593 2.881763 -0.4516 -0.0844 1.1679 0.003
C -0.266737 1.511505 3.404046 -0.2831 0.3874 0.8764 0.017
N -0.210452 0.514553 2.336948 -0.6607 0.9349 0.1397 0.036
H 0.688330 3.730930 2.156924 -0.8503 0.0450 -0.6920 0.011
H -0.745063 3.984668 1.245735 0.2835 0.3503 0.0242 0.002
H -1.968802 2.546156 2.544720 0.1928 0.0119 -0.0752 0.000
H -1.029075 3.525876 3.678392 -0.1082 -0.1923 0.0995 0.000
H -0.815797 1.107094 4.260764 0.0023 0.1959 0.0325 0.000
H 0.750089 1.743911 3.740587 -0.0914 -0.0159 -0.1406 0.015
H -1.174170 0.157722 2.192734 1.3005 -0.2649 0.2017 0.002
H 0.460945 -0.206571 2.571524 -0.1706 -0.3968 -0.3441 0.004
C -2.900154 -6.262690 2.754628 -0.1519 -0.4281 0.2683 0.000
C -2.428231 -5.093180 1.940937 0.1523 0.2801 -0.2250 0.000
C -1.730710 -5.287732 0.744152 -0.1467 0.7140 0.0189 0.000
C -1.288198 -4.192428 -0.013684 -0.5899 -0.3260 0.9384 0.000
C -0.539939 -4.443219 -1.295969 0.3727 -0.2223 -0.4576 0.000
C -1.550215 -2.876635 0.434639 -0.4325 -2.1541 2.6713 -0.001
Te -0.855803 -1.219371 -0.735223 0.1795 0.4624 -0.9203 0.009
N 0.796452 -0.040849 -0.321380 2.5690 0.4039 1.0732 -0.010
C 2.111548 -0.442122 -0.668102 -2.4496 -0.2891 0.0888 0.015
O 2.286584 -1.512566 -1.231127 0.4469 -0.1732 -0.1379 0.031
C 3.269657 0.429379 -0.346362 0.1919 0.4297 0.3504 0.075
C 3.079360 1.664171 0.302575 4.2466 -0.3512 -2.0588 0.145
C 4.173343 2.480950 0.605372 0.5857 -0.3387 -0.0787 0.068
C 5.466077 2.076694 0.265204 -0.6339 0.0862 0.1449 0.000
C 5.668142 0.854361 -0.379011 -0.5068 -0.1419 -0.0151 0.064
C 4.578276 0.033253 -0.684435 -0.0527 0.4788 0.3948 -0.005
C -0.921948 0.142093 -2.369658 -0.1476 2.1865 -2.0018 0.003
C -0.182983 -0.172000 -3.517024 -0.6048 0.9324 -0.2104 0.000
C -0.187978 0.688041 -4.616961 -0.0271 0.0264 0.2336 0.000
C -0.933107 1.867707 -4.577515 0.0735 -0.1287 0.2959 0.000
C -1.675344 2.190238 -3.438144 0.3079 -0.4450 0.0986 0.000
C -1.677648 1.332604 -2.323909 0.3476 0.0423 -1.1796 0.002
C -2.479975 1.691344 -1.104664 -0.7026 0.2522 0.0533 0.019
C -2.257880 -2.679437 1.646750 0.3890 -1.4058 -0.6649 0.000
C -2.579007 -1.316346 2.203595 -0.5358 0.3407 0.6088 0.001
C -2.687344 -3.793052 2.384057 0.1735 0.0829 -0.4549 0.000
H -2.623877 -7.228967 2.281275 -0.1781 0.5897 0.3037 0.000
H -4.005265 -6.225083 2.856089 0.6051 -0.1449 0.0936 0.000
H -2.440907 -6.223469 3.764840 -0.3822 -0.1432 -0.4683 0.000
H -1.530609 -6.296219 0.401742 -0.0010 -0.1119 0.0034 0.000
H -0.422004 -5.528722 -1.500407 -0.1431 0.5524 0.2133 0.000
H 0.473689 -3.994593 -1.234689 -0.6083 -0.1580 -0.3043 0.000
H -1.092015 -3.993072 -2.147604 0.5617 -0.2288 0.3908 0.000
H 2.087704 2.000788 0.577308 2.1953 2.1974 -4.6508 0.079
H 4.018235 3.428620 1.104745 -0.0071 0.1249 0.0862 0.005
H 6.311197 2.710482 0.500929 -0.0008 0.0496 -0.0192 -0.001
H 6.670489 0.541891 -0.641995 -0.0287 -0.0206 0.0020 0.005
H 4.760098 -0.910217 -1.183806 -0.3220 -0.0038 0.0140 -0.001
H 0.398029 -1.084465 -3.555266 0.0505 -0.1511 0.1067 0.000
H 0.386441 0.440005 -5.500141 0.0338 0.0180 -0.1178 0.000
H -0.935869 2.533225 -5.431087 -0.0529 0.0317 -0.0728 0.000
H -2.247358 3.109751 -3.427225 -0.1469 0.1264 0.0318 0.000
H -3.014272 2.656352 -1.235311 0.2614 -0.4345 -0.0239 0.000
H -1.807236 1.783953 -0.226316 -0.6049 -0.1522 -0.2551 0.012
H -3.235056 0.901628 -0.907037 0.4663 0.4966 0.1668 0.001
H -2.214506 -0.481131 1.579370 -0.8554 -0.8456 -0.3862 0.000
H -2.117849 -1.210719 3.208309 -0.4345 -0.0913 -0.2430 0.001
H -3.679750 -1.207244 2.301281 0.5922 0.0929 0.1014 0.000
H -3.227627 -3.646373 3.312735 -0.0957 -0.0547 0.1626 0.000
C 1.480806 4.221935 -2.942213 0.1326 0.1281 -0.1818 0.000
C 1.111421 3.406680 -1.788228 -0.5760 -1.1854 1.4327 0.002
N 0.818068 2.759231 -0.871773 0.0981 1.7759 -2.5790 0.010
H 1.712839 3.590252 -3.804472 -0.1410 -0.1043 0.2473 0.000
H 2.360879 4.832025 -2.719761 -0.0949 -0.1604 0.1494 0.000
H 0.662590 4.892229 -3.220843 -0.0004 -0.2248 0.1517 0.000
H 1.921868 1.744032 1.299826 -0.9316 -1.6934 6.5127 0.167
```
Forces are in eV/Å.